1.
Here is a 2-piece molecular cluster, NO4P overall at a distorted geometry from OMol25. Energies are from the ωB97M-V functional and the def2-TZVPD basis.

The HOMO energy (alpha / beta) is 2.9 / 2.8 eV. As for the charge: -2. Its total energy is -18967.096 eV. As for the energy relative to the best compared isomer or geometry (same formula, charge and spin): 0.750 eV.

XYZ file:
```
6
Properties=species:S:1:pos:R:3:nbo_charge:R:1
N 2.6551 -0.4626 0.0371 -0.37
O -1.5599 1.4130 -0.3918 -1.15
O -1.5317 -0.3329 1.4286 -1.14
O 3.5146 0.4245 -0.0130 -0.59
O -1.7241 -1.0404 -1.0587 -1.15
P -1.3539 -0.0015 -0.0023 2.40
```

***

2.
Here is an isolated ion of composition C4H8NOS and charge -1 at a distorted geometry from OMol25. Energies are from the ωB97M-V functional and the def2-TZVPD basis.

Its SMILES is CC(=O)NCC[S-]. The HOMO energy is -2.7 eV. As for the charge: -1. Its total energy is -18652.095 eV. As for the energy relative to the best compared isomer or geometry (same formula, charge and spin): 0.115 eV.

XYZ file:
```
15
Properties=species:S:1:pos:R:3:nbo_charge:R:1
C 0.5125 -1.7725 -1.2087 -0.72
C -0.8254 -1.1434 -0.8722 0.68
O -1.8456 -1.5684 -1.3862 -0.67
N -0.7929 -0.1474 0.0282 -0.61
C 0.3701 0.6052 0.5500 -0.23
C -0.0886 1.8708 1.2411 -0.54
S 1.2755 2.6203 2.1837 -0.70
H 0.9373 -1.2343 -2.0683 0.22
H 1.2915 -1.7880 -0.4398 0.22
H 0.3120 -2.7771 -1.5677 0.22
H -1.6472 0.3882 0.0814 0.39
H 1.0808 0.7746 -0.2548 0.18
H 0.8631 -0.0072 1.2892 0.20
H -0.9147 1.6301 1.9243 0.18
H -0.5283 2.5491 0.4998 0.17
```

***

3.
Here is an isolated ion of composition C5H10NOS and charge -1 at a distorted geometry from OMol25. Energies are from the ωB97M-V functional and the def2-TZVPD basis.

Its SMILES is CC(=O)N[C@@H](C)C[S-]. The HOMO energy is -2.6 eV. As for the charge: -1. Its total energy is -19720.825 eV. As for the energy relative to the best compared isomer or geometry (same formula, charge and spin): 0.720 eV.

XYZ file:
```
18
Properties=species:S:1:pos:R:3:nbo_charge:R:1
C 2.6783 1.9159 -0.4437 -0.73
C 1.1427 1.7305 -0.3025 0.70
O 0.4677 2.5496 -0.9007 -0.63
N 0.8218 0.6376 0.4399 -0.63
C -0.3143 -0.2261 0.0356 -0.07
C -0.2949 -0.6087 -1.4522 -0.65
C -0.4251 -1.4758 0.9838 -0.53
S -2.1792 -2.1191 0.8819 -0.72
H 3.1247 0.9223 -0.6167 0.20
H 2.8705 2.2920 -1.4410 0.23
H 3.1464 2.4079 0.3954 0.22
H 1.5915 0.2145 0.9238 0.38
H -1.2480 0.2976 0.2581 0.22
H -0.9082 -1.5102 -1.5103 0.25
H 0.6861 -1.0052 -1.7463 0.18
H -0.6074 0.1388 -2.1743 0.21
H -0.4153 -0.9701 1.9547 0.20
H 0.3031 -2.2480 0.7843 0.18
```

***

4.
Here is C34H36IN4O3Pt as an isolated structure from OMol25. Energies are from the ωB97M-V functional and the def2-TZVPD basis.

The HOMO energy is -10.5 eV. As for the charge: +1. Its total energy is -59284.082 eV. As for the energy relative to the best compared isomer or geometry (same formula, charge and spin): 3.197 eV.

XYZ file:
```
79
Properties=species:S:1:pos:R:3:mulliken_charge:R:1
Pt 0.5658 0.3075 0.4671 1.63
C -3.6908 -1.1564 1.9901 -1.13
C -3.4864 0.2929 1.6810 0.61
N -4.4992 1.1002 1.8633 -0.66
C -4.3608 2.4207 1.6316 -1.17
C -3.1981 2.9817 1.1893 0.50
C -3.1318 4.4637 0.9441 -0.85
O -2.2627 5.1387 1.8476 -0.53
C -2.0763 2.1283 0.9664 0.63
C -0.9118 2.7410 0.4050 -1.14
N 0.0985 2.1702 -0.1712 -0.28
C 1.0157 3.0350 -0.8663 -0.29
C 0.5624 4.1883 -1.5036 -0.57
C 1.4598 5.0664 -2.0880 -0.82
C 2.8221 4.8029 -2.0740 -0.65
C 3.2880 3.6285 -1.5048 -0.64
C 2.3777 2.7588 -0.9362 1.06
I 2.9669 0.9652 -0.1136 0.21
C -2.2054 0.7580 1.2322 -0.07
O -1.2682 -0.1483 1.1104 -0.31
H -4.7306 -1.3108 2.2627 0.44
H -3.0515 -1.4600 2.8206 0.24
H -3.4375 -1.7857 1.1345 0.26
H -5.2403 3.0306 1.7974 0.38
H -4.1361 4.8868 1.0063 0.37
H -2.7691 4.6711 -0.0680 0.32
H -2.0611 4.5591 2.5896 0.43
H -0.9255 3.8245 0.3878 1.44
H -0.4969 4.3987 -1.5608 0.58
H 1.0872 5.9611 -2.5671 0.42
H 3.5192 5.4944 -2.5257 0.40
H 4.3433 3.3908 -1.5162 0.43
C 3.3377 -0.6375 2.6505 -1.12
C 2.3727 -1.6121 3.2509 1.19
C 2.5296 -2.0833 4.5451 -1.02
C 1.5564 -2.8691 5.1406 -0.97
C 0.4042 -3.1873 4.4432 -1.12
C 0.2174 -2.7666 3.1302 1.39
C -1.0606 -3.1174 2.4158 -1.04
C 1.2225 -1.9913 2.5462 -0.76
N 1.0436 -1.6137 1.1478 1.07
C 1.1417 -2.5412 0.2636 0.97
C 1.7760 -3.8717 0.5245 -1.94
C 0.6426 -2.2675 -1.1372 1.00
C 0.3401 -3.4427 -2.0157 -1.88
N 0.4826 -1.0522 -1.4721 1.14
C 0.1459 -0.7121 -2.8282 -0.82
C 1.1451 -0.7921 -3.8039 1.11
C 2.5458 -1.2434 -3.4844 -1.12
C 0.8124 -0.4344 -5.1057 -1.02
C -0.4693 -0.0224 -5.4296 -0.94
C -1.4392 0.0523 -4.4444 -1.08
C -1.1492 -0.2804 -3.1269 0.74
C -2.1942 -0.1731 -2.0561 -1.34
H 4.1605 -0.3861 3.3157 0.44
H 2.7216 0.2547 2.4829 0.26
H 3.7653 -1.0150 1.7139 0.18
H 3.4165 -1.8005 5.0973 0.46
H 1.6855 -3.2133 6.1578 0.43
H -0.3727 -3.7722 4.9188 0.49
H -1.8217 -3.4106 3.1365 0.64
H -0.9444 -3.9607 1.7321 0.24
H -1.4300 -2.2715 1.8414 -0.34
H 2.5059 -3.7882 1.3269 0.40
H 2.2592 -4.2306 -0.3832 0.55
H 1.0461 -4.6231 0.8245 0.34
H -0.0039 -4.2880 -1.4221 0.49
H 1.2241 -3.7660 -2.5693 0.36
H -0.4221 -3.1720 -2.7439 0.43
H 2.9280 -0.7700 -2.5808 0.04
H 3.2165 -0.9966 -4.3051 0.48
H 2.6054 -2.3246 -3.3394 0.19
H 1.5754 -0.4836 -5.8725 0.47
H -0.7107 0.2455 -6.4494 0.44
H -2.4413 0.3793 -4.6923 0.47
H -3.1162 0.2528 -2.4453 0.53
H -1.8196 0.4600 -1.2561 0.14
H -2.4226 -1.1425 -1.6062 0.24
O 0.8246 1.1779 2.1319 -1.01
```

***

5.
Here is one molecule with the formula C5H8O at a distorted geometry from OMol25. Energies are from the ωB97M-V functional and the def2-TZVPD basis.

Its SMILES is C1=CCOCC1. The HOMO energy is -8.3 eV. Its total energy is -7359.154 eV. As for the energy relative to the best compared isomer or geometry (same formula, charge and spin): 3.102 eV.

XYZ file:
```
14
Properties=species:S:1:pos:R:3:nbo_charge:R:1
C -0.2242 1.0868 0.8834 -0.25
C 0.9951 0.8786 0.3832 -0.15
C 1.3256 -0.5135 -0.1010 -0.13
O 0.3558 -1.4704 0.2490 -0.52
C -0.9557 -1.1055 -0.1607 -0.06
C -1.0711 0.4053 -0.1870 -0.45
H -0.5287 2.0027 1.3897 0.21
H 1.5879 1.6958 -0.0020 0.21
H 2.2317 -0.7889 0.4534 0.22
H 1.5625 -0.5632 -1.1774 0.17
H -1.6400 -1.5731 0.5513 0.19
H -1.1661 -1.4908 -1.1694 0.16
H -0.6030 0.7462 -1.1336 0.18
H -2.0608 0.8392 -0.2294 0.23
```

***

6.
Here is a 2-piece molecular cluster, FHOS overall at a distorted geometry from OMol25. Energies are from the ωB97M-V functional and the def2-TZVPD basis.

Its SMILES is O=S.F. The HOMO energy (alpha / beta) is -9.6 / -9.6 eV. Its total energy is -15614.499 eV. As for the energy relative to the best compared isomer or geometry (same formula, charge and spin): 0.548 eV.

XYZ file:
```
4
Properties=species:S:1:pos:R:3:nbo_charge:R:1
O 1.1266 -0.6988 0.2604 -0.68
S 1.8522 0.5944 -0.0312 0.68
F -1.5061 0.3714 -0.4577 -0.56
H -1.4727 -0.2670 0.2285 0.56
```